ORCA calculation (ωB97M-V with the def2-TZVPD basis set) on an isolated molecule of C20H21F3N2O3.

The value obtained for the gap between HOMO and LUMO is 0.330 Ha. Its LUMO energy is 0.542 eV. The calculation puts the energy above the lowest of the compared OMol25 structures with the same formula, charge and spin at 0.00 kJ/mol. The calculation puts the energy at -38357.786 eV. For the largest force on an atom, the calculation gives 0.94 eV/A. As for the SMILES: Cc1ccc(CNC(=O)[C@H]2CCC(=O)N(Cc3cccc(C(F)(F)F)c3)C2)o1.

```
! RIJCOSX wB97M-V def2-TZVPD def2/J DEFGRID3
* xyz 0 1
C -5.11641 -3.23005 0.31627
C -4.42830 -1.94680 0.01814
C -4.85226 -0.65325 0.08771
C -3.75845 0.14884 -0.32268
C -2.74493 -0.71234 -0.62006
C -1.34874 -0.47312 -1.07946
N -0.39332 -0.70734 -0.00880
C 0.68603 -1.50364 -0.17666
O 0.96510 -2.00262 -1.24398
C 1.50037 -1.71828 1.10524
C 2.67153 -2.67349 0.88314
C 3.65858 -2.08867 -0.12063
C 3.87985 -0.59526 -0.06263
O 4.72918 -0.06164 -0.75305
N 3.07549 0.13909 0.74730
C 3.17343 1.59020 0.70004
C 2.02902 2.12529 -0.11622
C 2.05157 1.99019 -1.50134
C 0.97036 2.38601 -2.26596
C -0.16542 2.90030 -1.66009
C -0.19468 3.02252 -0.27927
C -1.41370 3.52811 0.43384
F -2.48624 3.65307 -0.35846
F -1.22140 4.72746 1.01062
F -1.78088 2.69453 1.43236
C 0.89916 2.64922 0.49245
C 2.07634 -0.40631 1.63666
O -3.14800 -1.98853 -0.40932
H -4.57604 -3.78322 1.08343
H -5.16011 -3.85281 -0.57641
H -6.12602 -3.03207 0.66256
H -5.81976 -0.31073 0.39189
H -3.73722 1.21665 -0.39412
H -1.07509 -1.16366 -1.88290
H -1.26110 0.55624 -1.44178
H -0.64152 -0.35567 0.90234
H 0.82044 -2.13226 1.85867
H 2.30641 -3.63036 0.50847
H 3.16334 -2.84879 1.84292
H 3.29155 -2.27608 -1.13346
H 4.63304 -2.57307 -0.03881
H 3.16110 1.98941 1.71791
H 4.12826 1.82371 0.22259
H 2.92665 1.56629 -1.96978
H 1.00196 2.28442 -3.33934
H -1.01881 3.19982 -2.24911
H 0.85815 2.77524 1.56537
H 2.52382 -0.58795 2.62567
H 1.28769 0.34143 1.75866
*
```

=====

ORCA calculation (ωB97M-V with the def2-TZVPD basis set) on an isolated molecule of C20H21N3O3.

The value obtained for the gap between HOMO and LUMO is 0.347 Ha. Its LUMO energy is 0.564 eV. The calculation puts the energy above the lowest of the compared OMol25 structures with the same formula, charge and spin at 348.81 kJ/mol. The calculation puts the energy at -31693.053 eV. For the largest force on an atom, the calculation gives 1.28 eV/A. As for the SMILES: Cc1noc(C)c1COc1ccc(C(=O)NCCc2ccccn2)cc1.

```
! RIJCOSX wB97M-V def2-TZVPD def2/J DEFGRID3
* xyz 0 1
C 4.69127 -3.45060 -2.83003
C 3.98396 -4.32017 -1.85837
N 4.52530 -5.41041 -1.38540
O 3.63869 -5.97178 -0.52753
C 2.52994 -5.22113 -0.47474
C 1.41249 -5.64800 0.40065
C 2.68183 -4.14307 -1.30864
C 1.71349 -3.03824 -1.56440
O 1.31828 -2.50061 -0.31399
C 0.41112 -1.49173 -0.29185
C 0.06249 -1.02133 0.97672
C -0.85851 -0.00766 1.12204
C -1.45686 0.57092 0.00398
C -2.43780 1.69248 0.06730
O -2.58580 2.47088 -0.85521
N -3.18644 1.74755 1.19858
C -4.04021 2.86967 1.49816
C -3.34029 3.88973 2.41591
C -2.15294 4.45390 1.69196
C -0.91125 3.82695 1.73121
C 0.11300 4.32743 0.94687
C -0.13121 5.44335 0.16375
C -1.39409 6.01232 0.21775
N -2.37686 5.53356 0.95626
C -1.08622 0.11404 -1.25577
C -0.17169 -0.90934 -1.41351
H 4.13980 -3.40560 -3.76806
H 4.78115 -2.44020 -2.43426
H 5.68197 -3.85362 -3.01604
H 0.95886 -4.77589 0.86388
H 1.78495 -6.32547 1.16409
H 0.65223 -6.16555 -0.18460
H 2.18954 -2.26489 -2.18079
H 0.83287 -3.42557 -2.09987
H 0.53794 -1.46921 1.83552
H -1.08260 0.34246 2.11979
H -2.99627 1.09979 1.94560
H -4.27900 3.35091 0.54737
H -4.95827 2.50707 1.96844
H -3.03391 3.40312 3.34445
H -4.04070 4.69317 2.63973
H -0.74988 2.96353 2.35980
H 1.08285 3.85008 0.94342
H 0.63590 5.86011 -0.47001
H -1.63653 6.89344 -0.36244
H -1.53419 0.58243 -2.11899
H 0.08161 -1.23884 -2.40875
*
```

=====

ORCA calculation (ωB97M-V with the def2-TZVPD basis set) on an isolated molecule of C20H21N3O3S.

The value obtained for the gap between HOMO and LUMO is 0.319 Ha. Its LUMO energy is 0.743 eV. The calculation puts the energy above the lowest of the compared OMol25 structures with the same formula, charge and spin at 205.96 kJ/mol. The calculation puts the energy at -42529.236 eV. For the largest force on an atom, the calculation gives 1.44 eV/A.

```
! RIJCOSX wB97M-V def2-TZVPD def2/J DEFGRID3
* xyz 0 1
C -8.39442 -1.54878 -0.58782
C -7.00385 -1.04942 -0.34353
C -5.99973 -1.92581 0.05949
C -4.72113 -1.47448 0.30844
C -4.41705 -0.12109 0.15747
C -5.41604 0.76269 -0.24652
C -6.69242 0.29722 -0.49212
H -7.46125 0.98947 -0.80487
H -5.18363 1.81031 -0.36507
C -3.07526 0.34219 0.42395
N -2.07269 -0.38586 0.82530
C -1.01564 0.47423 0.94628
C -1.43078 1.73099 0.59060
O -2.74489 1.64350 0.26439
C -0.73883 3.03935 0.52040
H 0.23229 2.92361 0.03978
H -0.58188 3.44520 1.51983
H -1.34475 3.73902 -0.04879
C 0.31468 -0.00627 1.36125
H 0.27514 -0.50572 2.32908
H 1.05260 0.79149 1.37789
S 0.86070 -1.33570 0.17557
O 2.19769 -1.74344 0.61799
C 1.15767 -0.18854 -1.26724
C 2.23796 0.81088 -0.93098
O 2.00973 1.99878 -0.76289
N 3.45751 0.26914 -0.83163
H 3.58748 -0.73626 -0.75858
C 4.60232 1.04050 -0.41746
C 5.77470 0.13321 -0.16819
N 5.61706 -1.14225 -0.48935
C 6.61498 -1.98246 -0.28154
C 7.83224 -1.59601 0.25422
C 8.00417 -0.25972 0.58563
C 6.96021 0.62295 0.37312
H 7.05393 1.66918 0.62158
H 8.93710 0.08695 1.00613
H 8.62084 -2.31533 0.40858
H 6.42056 -3.00986 -0.55938
H 4.36950 1.61450 0.48978
H 4.85370 1.77017 -1.19874
H 1.45617 -0.82802 -2.09560
H 0.21446 0.30583 -1.48433
H -3.93848 -2.14735 0.62052
H -6.22953 -2.97510 0.17739
H -8.94645 -0.86811 -1.23130
H -8.93067 -1.63104 0.35830
H -8.37605 -2.53474 -1.04710
*
```

=====

ORCA calculation (ωB97M-V with the def2-TZVPD basis set) on an isolated molecule of C20H21N3O3S2.

The value obtained for the gap between HOMO and LUMO is 0.291 Ha. Its LUMO energy is 0.329 eV. The calculation puts the energy above the lowest of the compared OMol25 structures with the same formula, charge and spin at 131.12 kJ/mol. The calculation puts the energy at -53364.270 eV. For the largest force on an atom, the calculation gives 1.12 eV/A. As for the SMILES: C=CCn1c(SCC(=O)NC2CCCC2)nc2scc(-c3ccco3)c2c1=O.

```
! RIJCOSX wB97M-V def2-TZVPD def2/J DEFGRID3
* xyz 0 1
C -1.94674 -0.26112 2.36956
C -1.15191 -1.08647 1.71661
C 0.29239 -1.30463 2.05070
N 1.12898 -1.20812 0.86374
C 1.42918 -0.00109 0.33062
S 0.90449 1.42663 1.20216
C 1.21944 2.72520 -0.03024
C -0.04929 3.09028 -0.80076
O -0.05651 3.19279 -2.00628
N -1.11358 3.30749 -0.00985
C -2.43330 3.62611 -0.50713
C -2.93413 4.95234 0.07061
C -3.46281 4.59789 1.46709
C -3.77926 3.08939 1.43501
C -3.46441 2.62032 0.00899
N 2.11351 0.16951 -0.75065
C 2.54959 -0.93996 -1.36714
S 3.47009 -0.85591 -2.81991
C 3.59779 -2.57105 -2.83508
C 2.97228 -3.19822 -1.79187
C 3.01874 -4.63882 -1.68147
C 2.52471 -5.54550 -0.77830
C 2.92824 -6.81998 -1.23312
C 3.63660 -6.60650 -2.37495
O 3.70013 -5.29808 -2.65817
C 2.34577 -2.24404 -0.91987
C 1.56693 -2.42493 0.28049
O 1.25791 -3.46671 0.82121
H -2.98774 -0.15658 2.11691
H -1.58729 0.33050 3.19544
H -1.51843 -1.67948 0.88936
H 0.42707 -2.32562 2.42645
H 0.63875 -0.58739 2.79928
H 1.97792 2.34659 -0.71436
H 1.59166 3.59314 0.51450
H -1.02632 3.16826 0.98509
H -2.35347 3.64116 -1.59623
H -2.14695 5.70377 0.09990
H -3.74088 5.32766 -0.55823
H -4.34616 5.18645 1.70936
H -2.71062 4.81397 2.22618
H -3.15831 2.55483 2.15432
H -4.81878 2.89241 1.69203
H -4.35533 2.67456 -0.61606
H -3.08450 1.60004 -0.01981
H 4.14033 -3.04793 -3.62640
H 1.94775 -5.32393 0.09329
H 2.71820 -7.76245 -0.77062
H 4.12829 -7.27678 -3.05241
*
```

=====

ORCA calculation (ωB97M-V with the def2-TZVPD basis set) on a structure of composition C20H21N4O6S2Se2W.

The value obtained for the gap between HOMO and LUMO (alpha / beta) is 0.258 / 0.215 Ha. Its LUMO energy (alpha / beta) is -4.072 / -5.252 eV. The calculation puts the energy above the lowest of the compared OMol25 structures with the same formula, charge and spin at 196.49 kJ/mol. As for the expectation value of S²: 2.01. The calculation puts the energy at -193510.169 eV. For the largest force on an atom, the calculation gives 0.45 eV/A.

```
! RIJCOSX wB97M-V def2-TZVPD def2/J DEFGRID3
* xyz 1 3
W -0.59759 -0.47987 -0.10501
O -0.49050 0.64901 3.85943
C -0.84684 0.35643 2.75404
O -0.02187 0.05180 1.75610
C -2.26904 0.39244 2.29260
C -3.35461 0.85095 3.00813
C -4.57006 0.98020 2.34627
C -4.65709 0.69142 0.99000
C -3.52329 0.23992 0.34592
N -2.38126 0.08069 1.00608
C -3.36493 0.01189 -1.12607
O -4.26187 0.13105 -1.91003
O -2.11185 -0.28912 -1.43815
H -3.22856 1.11739 4.04808
H -5.43895 1.34326 2.87803
H -5.56581 0.82940 0.42109
C -2.84968 -3.13586 -0.47151
Se -1.21518 -2.81641 0.56475
C 1.40385 -5.26258 -1.19708
C 2.54744 -4.91074 -0.62982
Se 1.82197 -1.69337 0.28423
C 1.84330 -2.24798 2.13541
H -2.70356 -2.86277 -1.51205
H -3.67445 -2.56612 -0.04912
H -3.06897 -4.19662 -0.38615
H 1.26775 -5.20745 -2.27061
H 0.57088 -5.63630 -0.61516
H 3.38508 -4.54967 -1.21348
H 2.69807 -4.99538 0.44031
H 2.78333 -2.75395 2.33289
H 1.00196 -2.91490 2.31713
H 1.73620 -1.35567 2.74922
N 4.52286 5.18477 1.34597
C 3.53065 4.47760 0.75632
C 2.75791 3.56838 1.50511
C 1.75408 2.84804 0.90721
C 1.50592 3.01505 -0.45660
C 2.25629 3.91219 -1.21563
C 3.25892 4.63364 -0.61607
S 0.26450 2.10450 -1.22427
O -0.11663 2.67099 -2.47434
O -0.77712 1.81096 -0.20491
N 0.79905 0.56869 -1.38680
C 0.53722 -0.22219 -2.47289
S 0.42736 0.02272 -4.15245
C -0.15101 -1.60698 -4.30919
C -0.28009 -2.20123 -3.10739
N 0.12956 -1.40699 -2.06027
H 4.67652 5.12715 2.33572
H 5.02868 5.88588 0.83674
H 2.95073 3.44597 2.56324
H 1.16205 2.15591 1.49015
H 2.03806 4.04476 -2.26692
H 3.84135 5.33515 -1.19915
H -0.35765 -2.02028 -5.28192
H -0.62306 -3.20581 -2.91716
*
```